Entry 1:
4 unconnected molecules or ions with the total composition C4H15NO3. Source: OMol25; level of theory: wB97M-V/def2-TZVPD.

Element x y z (Å)
C -2.56370 -0.19451 -0.40228
C -1.29074 -0.69076 0.30530
C -0.21886 0.07778 0.29019
C 1.13060 -0.57047 0.58334
N 1.80851 -0.85902 -0.68852
H -3.46428 -0.36417 0.18121
H -2.49029 0.86025 -0.59396
H -2.53660 -0.70646 -1.36458
H -1.41523 -1.70757 0.70069
H -0.15088 1.09030 -0.01247
H 1.74614 0.02040 1.25036
H 0.99157 -1.63038 0.90617
H 1.98437 -0.12221 -1.35691
H 2.77422 -1.17479 -0.60594
O 1.47508 2.67605 -0.61259
H 2.20447 2.07626 -0.44063
H 1.48487 3.04164 -1.49994
O -0.25425 -3.70155 0.49130
H 0.60911 -3.45785 0.13327
H -0.85094 -3.65086 -0.26057
O -0.74085 2.92884 1.01934
H -0.10645 2.81013 0.28841
H -0.12590 3.24895 1.68881

Computed properties:
* LUMO energy: 0.285 eV
* strongest force on any atom: 3.09 eV/A
* energy above the lowest of the compared OMol25 structures with the same formula, charge and spin: 1.895 eV
* SMILES: C/C=C/CN.O.O.O
* E: -12022.32356 eV
* Kohn-Sham gap: 9.299 eV

In the Löwdin picture, each atom carries the following charge in e: atom 1 (C): -0.09, atom 2 (C): -0.14, atom 3 (C): -0.12, atom 4 (C): -0.27, atom 5 (N): -0.03, atom 6 (H): 0.06, atom 7 (H): 0.06, atom 8 (H): 0.07, atom 9 (H): 0.09, atom 10 (H): 0.04, atom 11 (H): 0.09, atom 12 (H): 0.09, atom 13 (H): 0.04, atom 14 (H): 0.06, atom 15 (O): -0.04, atom 16 (H): 0.05, atom 17 (H): 0.07, atom 18 (O): -0.07, atom 19 (H): 0.03, atom 20 (H): 0.04, atom 21 (O): -0.08, atom 22 (H): -0.02, atom 23 (H): 0.04

---

Entry 2:
A gas-phase ion, C7H14N2 (charge +2). Source: OMol25; level of theory: wB97M-V/def2-TZVPD.

Element x y z (Å)
C 1.58829 1.55639 1.88134
N 1.15201 1.21794 0.54319
C 1.81755 1.55426 -0.51051
C 1.14158 1.76515 -1.62284
C -0.32508 1.42939 -1.39446
C -0.32345 0.89265 0.18776
C -0.73515 -0.59788 0.55439
C -0.42680 -1.70915 -0.53609
N -1.15713 -2.90183 -0.07068
H 2.20703 2.52064 1.76107
H 2.06543 0.81196 2.53822
H 0.68601 1.86731 2.43122
H 1.50684 1.73266 -2.63366
H -1.04821 2.24178 -1.56854
H -0.43859 0.67241 -2.21726
H -1.17922 1.48422 0.74966
H -1.76316 -0.63943 0.70234
H -0.25703 -0.94365 1.44588
H -0.84975 -1.43291 -1.53124
H 0.58281 -1.90010 -0.76092
H -1.11091 -3.76239 -0.69376
H -2.17346 -2.69080 -0.07093
H -0.95959 -3.16861 0.81583

Computed properties:
* LUMO energy (spin up / spin down): -9.318 / -9.868 eV
* strongest force on any atom: 5.12 eV/A
* energy above the lowest of the compared OMol25 structures with the same formula, charge and spin: 3.423 eV
* SMILES: C[N+]1=C=CC[C@H]1CC[NH3+]
* E: -10444.62730 eV
* Kohn-Sham gap (spin up / spin down): 8.098 / 8.589 eV
* total charge: +2

In the Löwdin picture, each atom carries the following charge in e: atom 1 (C): 0.02, atom 2 (N): -0.06, atom 3 (C): 0.11, atom 4 (C): 0.05, atom 5 (C): -0.03, atom 6 (C): -0.11, atom 7 (C): -0.08, atom 8 (C): -0.12, atom 9 (N): 0.20, atom 10 (H): 0.15, atom 11 (H): 0.12, atom 12 (H): 0.11, atom 13 (H): 0.14, atom 14 (H): 0.14, atom 15 (H): 0.13, atom 16 (H): 0.20, atom 17 (H): 0.10, atom 18 (H): 0.12, atom 19 (H): 0.14, atom 20 (H): 0.12, atom 21 (H): 0.23, atom 22 (H): 0.20, atom 23 (H): 0.12

---

Entry 3:
A molecular structure, C3H8InO. Source: OMol25; level of theory: wB97M-V/def2-TZVPD.

Element x y z (Å)
C -1.66899 0.82724 -0.61985
O -0.72715 0.03828 0.06712
C 0.68176 0.37503 -0.10558
C 1.47484 -0.60863 0.72168
H -2.65982 0.43127 -0.36619
H -1.57274 1.87815 -0.30420
H -1.51717 0.74651 -1.70771
H 0.78349 1.42047 0.23092
H 0.88968 0.33609 -1.18799
H 0.46326 -2.57399 0.20438
H 2.10504 -0.02339 1.40823
H 2.23457 -1.31857 0.36852
In -0.48675 -1.52846 1.29068

Computed properties:
* LUMO energy (spin up / spin down): -6.840 / -7.047 eV
* strongest force on any atom: 3.41 eV/A
* energy above the lowest of the compared OMol25 structures with the same formula, charge and spin: 0.000 eV
* E: -10449.82394 eV
* Kohn-Sham gap (spin up / spin down): 6.585 / 6.204 eV
* total charge: +1

In the Löwdin picture, each atom carries the following charge in e: atom 1 (C): -0.04, atom 2 (O): -0.43, atom 3 (C): -0.25, atom 4 (C): -0.21, atom 5 (H): 0.11, atom 6 (H): 0.12, atom 7 (H): 0.12, atom 8 (H): 0.14, atom 9 (H): 0.15, atom 10 (H): 0.01, atom 11 (H): 0.07, atom 12 (H): 0.07, atom 13 (In): 1.14

---

Entry 4:
13 unconnected molecules or ions with the total composition C51H79NO25. Source: OMol25; level of theory: wB97M-V/def2-TZVPD.

Element x y z (Å)
C -1.80844 -3.63581 -2.50969
C -0.92694 -4.24905 -1.43754
O -0.10027 -5.11991 -1.68371
N -1.23125 -3.80731 -0.20561
C -0.69909 -4.41648 1.00662
H -1.47095 -3.90139 -3.50686
H -1.82745 -2.55434 -2.38707
H -2.78702 -4.09373 -2.36404
H -1.85428 -3.01844 -0.11733
H -1.16718 -5.39154 1.12975
H -0.79711 -3.69209 1.81120
H 0.37776 -4.57462 0.91297
O 4.32897 3.75945 -0.46817
C 4.32911 2.80988 -1.18674
O 4.19262 1.53323 -0.76366
C 4.46844 0.59880 -1.79920
C 4.10220 1.37577 -3.06653
C 4.56650 2.77663 -2.67578
H 3.81572 -0.26027 -1.64876
H 5.48634 0.21417 -1.91326
H 3.02132 1.47996 -3.20697
H 4.49846 0.98888 -4.00348
H 4.22718 3.63203 -3.24802
H 5.66444 2.73076 -2.74558
O 1.13833 -2.65982 7.64462
C 0.95811 -2.51038 6.47042
O -0.11514 -1.85704 6.01392
C -0.18572 -1.81486 4.58215
C 0.71863 -2.97102 4.13615
C 1.74754 -3.05156 5.29330
H 0.13047 -0.82308 4.25429
H -1.24115 -1.95350 4.34822
H 1.30773 -2.84982 3.22577
H 0.21758 -3.92750 3.99422
H 2.63389 -2.45190 5.08513
H 2.09928 -4.06991 5.43462
O 2.05626 -1.76392 -2.89054
C 2.52406 -2.16758 -3.91456
O 2.63527 -1.36886 -4.99137
C 3.50706 -1.93141 -5.98745
C 3.55794 -3.43458 -5.64639
C 3.21968 -3.49811 -4.17289
H 4.45290 -1.38844 -5.95274
H 3.04899 -1.71768 -6.95148
H 4.50409 -3.87710 -5.95370
H 2.80144 -3.92249 -6.26121
H 4.05501 -3.45140 -3.47147
H 2.52937 -4.27693 -3.85374
O 3.04143 -4.77111 2.08027
C 3.81135 -4.19074 1.36825
O 5.09118 -4.58934 1.35164
C 5.90459 -3.80217 0.46026
C 4.93396 -2.91329 -0.32687
C 3.58268 -3.08422 0.36972
H 6.44016 -4.50575 -0.16853
H 6.51927 -3.16055 1.08922
H 4.82799 -3.35864 -1.32138
H 5.38317 -1.93502 -0.47212
H 2.75722 -3.32229 -0.29645
H 3.39732 -2.16714 0.93557
O 1.06946 2.14170 -1.06007
C 0.62897 1.17952 -0.50410
O -0.67452 0.95389 -0.30777
C -0.93187 -0.23564 0.41482
C 0.37922 -0.51240 1.13643
C 1.41400 0.04439 0.16665
H -1.21628 -1.04633 -0.25630
H -1.76009 -0.07321 1.10198
H 0.47303 -1.54218 1.48046
H 0.44959 0.08004 2.05484
H 1.60030 -0.70458 -0.60979
H 2.30308 0.38468 0.68554
O -3.58225 -1.86948 0.33630
C -4.45382 -2.15663 -0.44571
O -4.30351 -1.98455 -1.77486
C -5.44666 -2.53375 -2.42409
C -6.59257 -2.41655 -1.40779
C -5.82680 -2.73055 -0.13582
H -5.32920 -3.58599 -2.69378
H -5.67190 -1.98091 -3.33278
H -7.37331 -3.15338 -1.59357
H -7.05802 -1.43260 -1.43218
H -5.72064 -3.79483 0.07788
H -6.15716 -2.24164 0.78037
O -5.86843 2.86399 4.64772
C -5.48717 1.73300 4.51318
O -4.83174 1.31581 3.42435
C -4.38530 -0.04715 3.61916
C -4.52901 -0.32222 5.11421
C -5.64246 0.64958 5.53403
H -3.34638 -0.16123 3.31423
H -5.02837 -0.68917 3.01667
H -3.64555 -0.07665 5.70661
H -4.75266 -1.35429 5.38339
H -5.44401 0.96105 6.55318
H -6.63560 0.22157 5.38371
O -2.88554 -1.75083 -4.92628
C -2.10444 -0.85974 -4.75481
O -2.19329 -0.06927 -3.67094
C -1.14480 0.87799 -3.60210
C -0.37942 0.80195 -4.94746
C -0.82404 -0.54710 -5.50011
H -0.54146 0.81887 -2.70054
H -1.53032 1.90171 -3.56271
H 0.67959 0.73650 -4.70361
H -0.67314 1.65940 -5.54390
H -0.05104 -1.30148 -5.35583
H -1.01979 -0.53740 -6.57316
O -1.16669 5.70634 -5.48331
C -0.28294 5.19533 -4.86802
O 0.43431 4.14806 -5.35054
C 1.18659 3.58980 -4.25280
C 1.53616 4.81223 -3.42699
C 0.21799 5.57263 -3.47883
H 1.99989 2.96892 -4.61508
H 0.56507 2.98886 -3.58345
H 2.31088 5.43193 -3.89305
H 1.91044 4.66130 -2.41333
H 0.26038 6.63688 -3.27537
H -0.52457 5.14400 -2.79750
O -2.90778 4.71140 -1.99723
C -3.13336 3.66040 -1.46997
O -3.64401 2.62534 -2.16604
C -3.93688 1.50971 -1.31877
C -3.78992 2.05828 0.11359
C -2.91810 3.29561 -0.00442
H -3.19278 0.72800 -1.45332
H -4.97290 1.19342 -1.38825
H -3.51872 1.30966 0.86031
H -4.78951 2.33832 0.46192
H -1.83666 3.13153 0.00070
H -3.16187 4.10425 0.67655
O 4.98584 -0.93574 2.56098
C 4.50167 0.08957 2.95498
O 3.19546 0.24244 3.17281
C 2.88291 1.60814 3.51553
C 4.13449 2.44946 3.17362
C 5.23399 1.40670 3.14236
H 2.59295 1.66843 4.56502
H 2.00223 1.86434 2.93041
H 4.29188 3.27872 3.85718
H 3.93112 2.88086 2.19194
H 5.78788 1.36730 4.08267
H 5.96738 1.50463 2.34548
O -0.44644 2.06455 4.00454
C -1.06121 3.00635 4.40499
O -0.39010 4.04322 4.95033
C -1.22592 5.15368 5.24843
C -2.60245 4.78807 4.66094
C -2.56010 3.27966 4.44894
H -0.87957 6.05081 4.73670
H -1.27462 5.42203 6.30305
H -2.71291 5.31201 3.71275
H -3.44907 5.05740 5.28935
H -2.99028 2.92135 3.51945
H -2.91579 2.69447 5.29767

Computed properties:
* LUMO energy: 0.155 eV
* strongest force on any atom: 1.99 eV/A
* E: -106849.40381 eV
* Kohn-Sham gap: 9.583 eV

Results of the Löwdin charge analysis, in e, for atoms 1 through 99: atom 1 (C): 0.01, atom 2 (C): -0.56, atom 3 (O): 0.03, atom 4 (N): 0.01, atom 5 (C): -0.05, atom 6 (H): 0.09, atom 7 (H): 0.07, atom 8 (H): 0.08, atom 9 (H): 0.07, atom 10 (H): 0.09, atom 11 (H): 0.06, atom 12 (H): 0.08, atom 13 (O): 0.13, atom 14 (C): -0.49, atom 15 (O): 0.01, atom 16 (C): -0.16, atom 17 (C): -0.15, atom 18 (C): -0.07, atom 19 (H): 0.10, atom 20 (H): 0.13, atom 21 (H): 0.10, atom 22 (H): 0.11, atom 23 (H): 0.11, atom 24 (H): 0.14, atom 25 (O): 0.12, atom 26 (C): -0.50, atom 27 (O): 0.02, atom 28 (C): -0.14, atom 29 (C): -0.15, atom 30 (C): -0.05, atom 31 (H): 0.11, atom 32 (H): 0.12, atom 33 (H): 0.09, atom 34 (H): 0.11, atom 35 (H): 0.12, atom 36 (H): 0.13, atom 37 (O): 0.11, atom 38 (C): -0.49, atom 39 (O): 0.00, atom 40 (C): -0.13, atom 41 (C): -0.13, atom 42 (C): -0.06, atom 43 (H): 0.12, atom 44 (H): 0.12, atom 45 (H): 0.12, atom 46 (H): 0.12, atom 47 (H): 0.12, atom 48 (H): 0.13, atom 49 (O): 0.11, atom 50 (C): -0.49, atom 51 (O): 0.03, atom 52 (C): -0.13, atom 53 (C): -0.14, atom 54 (C): -0.06, atom 55 (H): 0.12, atom 56 (H): 0.12, atom 57 (H): 0.09, atom 58 (H): 0.10, atom 59 (H): 0.12, atom 60 (H): 0.10, atom 61 (O): 0.13, atom 62 (C): -0.47, atom 63 (O): 0.01, atom 64 (C): -0.14, atom 65 (C): -0.12, atom 66 (C): -0.05, atom 67 (H): 0.11, atom 68 (H): 0.11, atom 69 (H): 0.10, atom 70 (H): 0.10, atom 71 (H): 0.11, atom 72 (H): 0.11, atom 73 (O): 0.09, atom 74 (C): -0.47, atom 75 (O): 0.01, atom 76 (C): -0.15, atom 77 (C): -0.14, atom 78 (C): -0.07, atom 79 (H): 0.13, atom 80 (H): 0.13, atom 81 (H): 0.12, atom 82 (H): 0.12, atom 83 (H): 0.14, atom 84 (H): 0.12, atom 85 (O): 0.12, atom 86 (C): -0.53, atom 87 (O): 0.00, atom 88 (C): -0.13, atom 89 (C): -0.15, atom 90 (C): -0.07, atom 91 (H): 0.11, atom 92 (H): 0.12, atom 93 (H): 0.11, atom 94 (H): 0.12, atom 95 (H): 0.13, atom 96 (H): 0.14, atom 97 (O): 0.11, atom 98 (C): -0.48, atom 99 (O): 0.03